No. 1
{
  "formula": "C40H40F26O14",
  "method": "ωB97M-V/def2-TZVPD",
  "species": ["C", "C", "F", "C", "C", "C", "C", "O", "C", "C", "C", "C", "F", "F", "C", "F", "F", "C", "F", "F", "F", "C", "C", "C", "C", "O", "H", "H", "H", "H", "H", "H", "H", "H", "H", "H", "C", "C", "O", "C", "O", "C", "F", "F", "F", "H", "H", "H", "H", "H", "C", "C", "O", "C", "O", "C", "F", "F", "F", "H", "H", "H", "H", "H", "C", "C", "O", "C", "O", "C", "F", "F", "F", "H", "H", "H", "H", "H", "C", "C", "O", "C", "O", "C", "F", "F", "F", "H", "H", "H", "H", "H", "C", "C", "O", "C", "O", "C", "F", "F", "F", "H", "H", "H", "H", "H", "C", "C", "O", "C", "O", "C", "F", "F", "F", "H", "H", "H", "H", "H"],
  "coordinates": [[1.75061, 5.81285, -3.27051], [2.76003, 4.81765, -3.79988], [4.02964, 5.39107, -3.71596], [2.83598, 3.48178, -3.04525], [1.49234, 2.84800, -2.83565], [0.79009, 2.96079, -1.70074], [-0.54350, 2.30499, -1.57601], [-0.98439, 1.86239, -0.54770], [-1.30612, 2.16866, -2.85992], [-2.69826, 2.16817, -2.87153], [-3.37212, 2.05250, -4.09219], [-4.88864, 2.05532, -4.14686], [-5.29391, 2.08098, -5.44237], [-5.39426, 0.91428, -3.59811], [-5.59678, 3.28080, -3.44815], [-4.72775, 4.31302, -3.35019], [-6.64002, 3.68019, -4.20733], [-6.20278, 3.00457, -2.03806], [-5.32039, 2.40388, -1.22558], [-7.28645, 2.22988, -2.13886], [-6.55802, 4.16924, -1.47853], [-2.64678, 1.90506, -5.28210], [-1.25016, 1.87603, -5.26463], [-0.57930, 2.02418, -4.05225], [0.91609, 2.03317, -3.96218], [1.61035, 1.42395, -4.73047], [0.72820, 5.43539, -3.36017], [1.93253, 6.03611, -2.21407], [1.81279, 6.74543, -3.83392], [2.55898, 4.61823, -4.85825], [3.33567, 3.63850, -2.08729], [3.44396, 2.80369, -3.64927], [1.16792, 3.51391, -0.84784], [-3.21313, 2.25749, -1.92518], [-3.16955, 1.81358, -6.22513], [-0.68195, 1.74045, -6.17657], [-2.42282, -1.93702, -1.41434], [-1.06278, -1.34012, -1.69467], [-0.07053, -2.37420, -1.90274], [-0.00090, -2.85847, -3.13483], [-0.65274, -2.53757, -4.08221], [1.09142, -3.94618, -3.20682], [1.01916, -4.77496, -2.15414], [2.29978, -3.37656, -3.20753], [0.95572, -4.66959, -4.31248], [-2.37710, -2.60873, -0.55591], [-3.13325, -1.14025, -1.19554], [-2.78881, -2.50125, -2.27219], [-0.70191, -0.76585, -0.84462], [-1.08132, -0.68613, -2.56588], [-0.25060, -6.67861, 0.38314], [-0.24686, -5.24181, 0.85426], [-1.49465, -4.90612, 1.51513], [-1.60604, -5.28861, 2.77191], [-0.80135, -5.87980, 3.42949], [-2.97108, -4.84294, 3.33998], [-3.95350, -5.02922, 2.45969], [-2.92825, -3.54129, 3.66414], [-3.25677, -5.52949, 4.44660], [-1.10653, -6.86396, -0.26631], [0.66127, -6.88340, -0.17628], [-0.30058, -7.37178, 1.22219], [-0.18426, -4.55411, 0.01531], [0.58207, -5.03922, 1.53104], [-0.43366, -9.47230, 4.84153], [1.00681, -9.02229, 4.76063], [1.89212, -10.15040, 4.57942], [2.03709, -10.57374, 3.33514], [1.52723, -10.12846, 2.35003], [3.03612, -11.75158, 3.29970], [2.80353, -12.62073, 4.28661], [4.28423, -11.28345, 3.43783], [2.95343, -12.39457, 2.14089], [-0.56288, -10.20723, 5.63647], [-1.07711, -8.61662, 5.04415], [-0.75244, -9.92847, 3.90437], [1.32534, -8.55832, 5.69108], [1.16026, -8.30822, 3.95307], [-2.80357, -2.97729, 6.78063], [-3.10026, -3.28020, 8.23175], [-1.95705, -3.03259, 9.08038], [-1.78013, -1.78450, 9.47574], [-2.44528, -0.83081, 9.20035], [-0.56260, -1.71071, 10.42458], [0.46675, -2.42193, 9.95583], [-0.90073, -2.20067, 11.62479], [-0.17047, -0.45112, 10.57964], [-1.93616, -3.54423, 6.44249], [-3.66157, -3.25560, 6.17318], [-2.60210, -1.91702, 6.62826], [-3.31624, -4.33684, 8.37288], [-3.94692, -2.70248, 8.60005], [0.88581, 3.24040, 4.39765], [-0.49288, 3.22009, 3.77782], [-0.81739, 4.50395, 3.19217], [-0.33827, 4.71978, 1.98244], [0.34099, 3.98446, 1.32815], [-0.82792, 6.08514, 1.45228], [-0.73163, 7.03817, 2.37972], [-2.11001, 5.98612, 1.07745], [-0.10971, 6.44934, 0.39224], [0.96315, 4.04204, 5.13155], [1.07943, 2.29143, 4.89717], [1.65325, 3.39189, 3.63958], [-1.26451, 3.05951, 4.52641], [-0.58082, 2.44978, 3.01257], [8.15255, 8.52619, -7.16837], [7.19082, 9.34709, -6.33942], [5.82276, 9.09089, -6.72641], [5.26258, 8.01738, -6.18857], [5.75180, 7.24402, -5.42372], [3.79574, 7.90815, -6.66158], [3.67977, 8.14921, -7.96975], [3.04216, 8.79986, -6.00205], [3.31538, 6.69298, -6.41412], [7.99888, 8.71617, -8.23070], [9.17835, 8.78931, -6.91195], [8.01447, 7.46115, -6.98572], [7.32975, 10.41231, -6.50909], [7.30402, 9.14667, -5.27498]],
  "atomic_forces_ev_per_a": [[0.0, 0.1, 0.2], [-0.2, -0.1, 0.0], [-0.1, -0.1, -0.1], [0.0, -0.2, -0.1], [-0.1, 0.1, 0.2], [0.0, -0.1, -0.2], [0.3, 0.1, -0.7], [-0.2, 0.0, 0.7], [-0.1, 0.0, -0.5], [0.3, -0.2, -0.3], [0.4, 0.0, 0.0], [0.0, 0.1, -0.2], [0.0, -0.1, 0.2], [0.1, 0.1, 0.0], [-0.2, 0.1, 0.0], [-0.2, -0.3, 0.0], [0.3, 0.0, 0.1], [-0.1, 0.0, 0.2], [-0.2, 0.1, -0.1], [0.3, 0.2, 0.0], [0.1, -0.4, -0.2], [0.2, 0.1, 0.3], [-0.2, -0.1, 0.4], [-0.5, 0.1, 0.2], [-0.4, 0.3, 0.4], [0.3, -0.1, -0.5], [0.1, 0.0, 0.0], [0.0, -0.1, -0.1], [0.1, -0.1, 0.0], [0.1, 0.1, 0.0], [-0.1, 0.1, 0.0], [0.1, 0.0, 0.1], [0.0, -0.2, 0.1], [-0.1, 0.0, -0.1], [0.0, 0.0, 0.1], [0.0, 0.0, 0.0], [0.1, -0.2, -0.1], [-0.2, 0.3, 0.2], [0.1, -0.1, -0.1], [-0.1, 0.0, 0.1], [0.0, 0.0, 0.0], [-0.1, 0.0, -0.1], [0.0, 0.0, 0.0], [0.1, 0.0, 0.0], [0.1, 0.1, 0.1], [0.0, 0.0, 0.0], [0.0, 0.0, 0.0], [0.0, 0.1, 0.0], [0.1, -0.1, 0.0], [0.0, -0.1, -0.1], [-0.1, 0.0, 0.1], [0.3, -0.1, -0.2], [0.0, 0.1, 0.1], [0.0, 0.0, -0.2], [0.1, 0.0, 0.1], [0.0, -0.1, 0.1], [0.0, 0.0, 0.0], [0.0, 0.0, -0.1], [0.0, 0.0, -0.1], [0.0, 0.0, -0.1], [0.0, 0.0, 0.0], [0.1, 0.0, 0.0], [-0.1, 0.1, 0.0], [-0.1, 0.0, 0.1], [0.0, -0.2, -0.1], [-0.2, 0.3, 0.1], [0.1, 0.0, -0.1], [0.0, 0.0, 0.1], [0.0, 0.0, 0.0], [0.0, 0.0, 0.0], [0.0, 0.0, 0.0], [0.0, 0.0, 0.0], [0.0, 0.0, 0.0], [0.0, 0.0, 0.0], [0.0, 0.0, 0.0], [0.0, 0.1, 0.0], [0.1, -0.1, 0.0], [0.0, -0.1, -0.1], [0.2, 0.1, 0.1], [-0.3, -0.1, -0.1], [0.1, 0.0, 0.0], [0.0, 0.0, 0.0], [0.0, 0.0, 0.0], [0.0, 0.0, 0.0], [0.0, 0.0, 0.0], [0.0, 0.0, 0.0], [0.0, 0.0, 0.0], [0.0, -0.1, 0.0], [0.0, 0.0, 0.0], [-0.1, 0.0, 0.0], [0.1, 0.0, 0.0], [0.1, 0.1, 0.0], [0.0, 0.1, -0.1], [0.0, -0.3, 0.1], [0.0, 0.1, -0.1], [-0.1, 0.0, 0.1], [0.1, 0.1, 0.0], [0.0, 0.0, 0.0], [0.0, 0.0, 0.0], [0.0, 0.0, 0.0], [0.0, 0.0, 0.0], [0.0, 0.0, 0.0], [0.0, 0.0, 0.0], [0.0, 0.0, 0.0], [0.0, 0.1, 0.0], [0.0, 0.1, -0.1], [-0.1, -0.1, -0.1], [0.3, 0.1, 0.1], [-0.1, 0.0, 0.0], [0.0, 0.1, 0.0], [0.1, 0.0, 0.0], [0.0, 0.0, 0.0], [0.0, 0.0, 0.0], [0.0, 0.0, 0.0], [0.0, 0.0, 0.0], [0.0, 0.0, 0.0], [0.0, 0.0, 0.0], [0.0, 0.0, 0.0], [-0.1, 0.0, 0.0], [-0.1, -0.1, 0.0]],
  "lowdin_charge": [-0.022, -0.374, -0.022, -0.077, -0.128, 0.083, -0.325, 0.115, -0.080, 0.068, -0.085, -0.369, 0.115, 0.127, -0.328, 0.150, 0.151, -0.532, 0.161, 0.181, 0.178, 0.030, 0.034, -0.076, -0.288, 0.147, 0.083, 0.090, 0.077, 0.141, 0.133, 0.126, 0.116, 0.123, 0.124, 0.128, -0.036, -0.185, 0.030, -0.400, 0.177, -0.544, 0.153, 0.175, 0.179, 0.076, 0.083, 0.084, 0.119, 0.112, -0.048, -0.178, 0.036, -0.406, 0.160, -0.545, 0.176, 0.157, 0.162, 0.088, 0.084, 0.073, 0.102, 0.130, -0.055, -0.188, 0.035, -0.405, 0.165, -0.551, 0.168, 0.166, 0.175, 0.083, 0.078, 0.080, 0.127, 0.118, -0.064, -0.185, 0.035, -0.406, 0.170, -0.551, 0.167, 0.167, 0.174, 0.084, 0.074, 0.083, 0.127, 0.126, -0.057, -0.183, 0.042, -0.396, 0.152, -0.547, 0.174, 0.169, 0.166, 0.084, 0.084, 0.078, 0.127, 0.125, -0.059, -0.193, 0.031, -0.402, 0.175, -0.544, 0.170, 0.164, 0.167, 0.083, 0.083, 0.079, 0.125, 0.125],
  "homo_ev": -10.24,
  "multiplicity": 1,
  "smiles": "C[C@@H](F)CC1=CC(=O)c2cc(C(F)(F)C(F)(F)C(F)(F)F)ccc2C1=O.CCOC(=O)C(F)(F)F.CCOC(=O)C(F)(F)F.CCOC(=O)C(F)(F)F.CCOC(=O)C(F)(F)F.CCOC(=O)C(F)(F)F.CCOC(=O)C(F)(F)F",
  "total_charge": 0,
  "energy_ev": -141451.61658
}

No. 2
{
  "formula": "C35H42Br2LiN6O6PS3",
  "method": "ωB97M-V/def2-TZVPD",
  "species": ["Li", "Br", "C", "C", "C", "N", "C", "C", "C", "C", "C", "Br", "C", "C", "N", "H", "H", "H", "H", "H", "H", "O", "N", "O", "S", "C", "N", "C", "C", "C", "N", "H", "H", "H", "H", "H", "H", "H", "H", "C", "C", "C", "C", "C", "C", "N", "C", "C", "C", "C", "C", "C", "C", "O", "O", "C", "C", "H", "H", "H", "H", "H", "H", "H", "H", "H", "H", "H", "H", "H", "H", "C", "C", "C", "O", "P", "S", "S", "O", "C", "C", "C", "H", "H", "H", "H", "H", "H", "H", "H", "H", "H", "H", "H", "H", "H"],
  "coordinates": [[1.12914, 0.35605, 0.71975], [4.58154, 5.70080, 2.84076], [3.66920, 4.11494, 2.30724], [4.36564, 3.13449, 1.61644], [3.64788, 2.01188, 1.25482], [2.36171, 1.82842, 1.54437], [1.71317, 2.77870, 2.21034], [2.34358, 3.96670, 2.61816], [-0.19341, 1.37003, 3.03759], [-1.36271, 1.86643, 3.79499], [-2.57400, 1.35761, 3.51233], [-4.08256, 1.98650, 4.52240], [-2.80833, 0.39414, 2.51033], [-1.68800, 0.04718, 1.78616], [-0.45076, 0.48168, 1.98600], [5.40542, 3.24908, 1.35224], [4.11390, 1.22397, 0.67592], [1.77893, 4.70874, 3.16094], [-1.19949, 2.61313, 4.55418], [-3.78714, 0.00364, 2.28414], [-1.79544, -0.64627, 0.95376], [0.56898, 0.98271, 5.33294], [0.92018, 0.91484, 3.96938], [0.41280, 2.66679, 2.45814], [1.70606, -0.52095, 3.56848], [0.41174, -1.73516, 3.79962], [0.62879, -2.89576, 3.12519], [-0.41019, -3.92467, 3.13976], [-1.75856, -3.28977, 3.44179], [-1.63921, -2.42900, 4.69075], [-0.54473, -1.46808, 4.60817], [1.13321, -2.79903, 2.24246], [-0.17123, -4.68039, 3.89720], [-0.40551, -4.40696, 2.16409], [-2.52403, -4.05880, 3.57141], [-2.05143, -2.65934, 2.59986], [-1.48738, -3.07268, 5.56821], [-2.55998, -1.86623, 4.85970], [-0.02981, 0.20219, 5.43944], [-5.98401, 2.46815, -0.22839], [-5.06195, 1.51116, -0.93762], [-5.55538, 0.29539, -1.39714], [-4.71486, -0.62944, -1.99918], [-3.38265, -0.31489, -2.19588], [-2.87835, 0.91219, -1.76973], [-1.51407, 1.17954, -1.98903], [-1.02009, 2.27410, -2.65635], [-1.84903, 3.02196, -3.51016], [-1.34871, 4.08685, -4.23412], [-0.00697, 4.43808, -4.13935], [0.81366, 3.70270, -3.29831], [0.34439, 2.63168, -2.54785], [1.33950, 1.92534, -1.62955], [2.49968, 2.34499, -1.60408], [0.89439, 0.92704, -0.96994], [-3.70439, 1.81714, -1.08898], [-3.11953, 3.05248, -0.46263], [-7.02263, 2.15629, -0.34547], [-5.88392, 3.48398, -0.61571], [-5.76368, 2.50641, 0.84119], [-6.60582, 0.06395, -1.25741], [-5.10042, -1.58764, -2.32548], [-2.70770, -1.00688, -2.68439], [-0.79819, 0.68962, -1.44753], [-2.89160, 2.74208, -3.60145], [-2.01406, 4.64420, -4.88498], [0.38901, 5.27073, -4.70769], [1.86236, 3.94513, -3.18091], [-3.17591, 3.92009, -1.12690], [-2.06857, 2.89228, -0.22313], [-3.63803, 3.29586, 0.46426], [2.36787, -0.98072, -3.27226], [1.50837, -2.23176, -3.27270], [0.08866, -1.97066, -2.80324], [2.17084, -3.29497, -2.54896], [2.01562, -3.67516, -0.97880], [0.42121, -4.77113, -0.64835], [2.30777, -2.07453, 0.16479], [3.27046, -4.69092, -0.87721], [4.60499, -4.54969, -1.38465], [4.67161, -5.11376, -2.79767], [5.18797, -3.14874, -1.30487], [1.92711, -0.23481, -3.93869], [3.37474, -1.21112, -3.62795], [2.42792, -0.54533, -2.27739], [1.46769, -2.62628, -4.29389], [0.09152, -1.50975, -1.81670], [-0.48283, -2.89729, -2.76067], [-0.38954, -1.27532, -3.49783], [5.19024, -5.19984, -0.72582], [4.08914, -4.49015, -3.47394], [4.26026, -6.12367, -2.81883], [5.70944, -5.14554, -3.13981], [4.63762, -2.45612, -1.93917], [6.22774, -3.18756, -1.64239], [5.15317, -2.76326, -0.28858]],
  "atomic_forces_ev_per_a": [[0.1, -0.2, 0.2], [0.0, 0.0, 0.0], [0.0, 0.0, 0.0], [0.0, 0.0, 0.0], [0.0, 0.0, -0.1], [-0.2, 0.0, 0.1], [0.0, 0.0, -0.1], [0.0, 0.0, 0.0], [-0.1, 0.0, 0.1], [0.0, -0.1, 0.0], [0.0, 0.0, 0.0], [0.0, 0.0, 0.0], [0.0, 0.0, 0.0], [0.0, 0.0, -0.1], [0.2, 0.1, 0.1], [0.0, 0.0, 0.0], [0.0, 0.0, 0.0], [0.0, 0.0, 0.0], [0.0, 0.0, 0.0], [0.0, 0.0, 0.0], [0.0, 0.0, 0.0], [-0.1, -0.2, 0.0], [0.1, -0.3, -0.2], [0.0, 0.2, 0.1], [-0.1, 0.0, 0.1], [0.0, 0.0, 0.2], [0.0, 0.0, -0.3], [0.0, 0.0, 0.0], [0.0, 0.0, 0.0], [0.0, 0.0, 0.0], [0.1, 0.1, 0.1], [0.0, 0.0, 0.1], [0.0, 0.0, 0.0], [0.0, 0.0, 0.0], [0.0, 0.0, 0.0], [0.0, 0.0, 0.0], [0.0, 0.0, 0.0], [0.0, 0.0, 0.0], [0.0, 0.2, -0.1], [0.0, 0.0, 0.0], [0.0, 0.0, 0.0], [0.0, 0.0, 0.0], [0.0, 0.0, 0.0], [0.0, 0.0, 0.0], [0.0, -0.1, 0.0], [0.1, 0.0, 0.1], [0.0, -0.1, -0.1], [0.0, 0.0, 0.0], [0.0, 0.0, 0.0], [0.0, 0.0, 0.0], [0.0, 0.0, 0.0], [0.0, 0.0, 0.0], [0.0, -0.1, -0.2], [0.0, 0.0, 0.0], [-0.1, 0.2, -0.3], [0.0, 0.0, 0.1], [0.0, 0.0, 0.0], [0.0, 0.0, 0.0], [0.0, 0.0, 0.0], [0.0, 0.0, 0.0], [0.0, 0.0, 0.0], [0.0, 0.0, 0.0], [0.0, 0.0, 0.0], [0.0, 0.1, 0.0], [0.0, 0.0, 0.0], [0.0, 0.0, 0.0], [0.0, 0.0, 0.0], [0.0, 0.0, 0.0], [0.0, 0.0, 0.0], [0.0, 0.0, 0.0], [0.0, 0.0, 0.0], [0.0, 0.0, 0.0], [0.0, 0.0, 0.0], [0.0, 0.0, 0.0], [0.0, 0.1, 0.0], [0.0, 0.0, -0.1], [-0.1, 0.0, 0.1], [0.0, -0.1, 0.2], [0.1, 0.0, 0.0], [0.0, 0.0, 0.0], [0.0, 0.0, 0.0], [0.0, 0.0, 0.0], [0.0, 0.0, 0.0], [0.0, 0.0, 0.0], [0.0, 0.0, 0.0], [0.0, 0.0, 0.0], [0.0, 0.0, 0.1], [0.0, 0.0, 0.0], [0.0, 0.0, 0.0], [0.0, 0.0, 0.0], [0.0, 0.0, 0.0], [0.0, 0.0, 0.0], [0.0, 0.0, 0.0], [0.0, 0.0, 0.0], [0.0, 0.0, 0.0], [0.0, 0.0, 0.0]],
  "lowdin_charge": [0.456, 0.683, -0.676, -0.120, -0.118, 0.089, -0.364, -0.034, -0.458, -0.095, -0.698, 0.635, -0.181, -0.197, 0.005, 0.092, 0.121, 0.112, 0.099, 0.077, 0.114, -0.118, -0.420, 0.017, 1.007, -0.647, 0.014, -0.188, -0.177, -0.224, 0.021, 0.007, 0.110, 0.063, 0.106, 0.102, 0.105, 0.101, 0.057, -0.056, -0.237, -0.072, -0.093, -0.015, -0.213, 0.097, -0.197, -0.044, -0.119, -0.122, -0.042, -0.054, -0.612, 0.001, -0.180, -0.168, -0.018, 0.067, 0.078, 0.079, 0.096, 0.094, 0.100, 0.101, 0.107, 0.088, 0.081, 0.107, 0.085, 0.089, 0.074, -0.056, -0.447, -0.094, -0.339, -0.182, 0.167, 0.279, -0.343, -0.461, -0.061, -0.085, 0.087, 0.074, 0.039, 0.132, 0.050, 0.051, 0.077, 0.131, 0.070, 0.078, 0.071, 0.056, 0.076, 0.054],
  "homo_ev": -2.34,
  "multiplicity": 1,
  "total_charge": -2,
  "energy_ev": -240294.49830
}